[1]
DFT (ωB97M-V/def2-TZVPD) results for a molecular structure, C51H32IrN5S2.

## Properties
Kohn-Sham gap (alpha / beta) = 4.92 / 4.54 eV
E_HOMO (alpha / beta) = -9.75 / -9.63 eV

The geometry in ORCA input format:
```
! wB97M-V def2-TZVPD RIJCOSX def2/J DEFGRID3
* xyz 1 2
H 0.60294 0.49326 5.30687
C 1.08024 1.02766 -3.98983
N 0.92704 0.57046 -1.77153
N 1.65904 -0.81914 0.58077
H -0.26346 -3.89614 0.58607
C -1.38906 -4.71984 -1.17243
C 1.36314 -5.49914 -1.83063
H -2.17336 -5.08674 -0.51923
C -0.21786 -3.99954 -0.49333
H -2.05206 3.67276 -3.99993
C -0.67616 3.04306 -1.30383
C 1.39974 -0.53404 -2.41083
H -1.76396 -6.36324 -2.58473
H 4.04234 -2.88724 -0.32793
C -5.12006 1.49446 3.75977
C 2.26094 -1.58174 -0.35383
C 0.05144 3.70076 -3.59823
C 3.29774 -1.65124 6.25007
C -3.70876 3.77346 3.01697
C 2.55164 -1.56444 5.08917
C -0.45996 -2.76784 -1.40163
H -1.87226 5.15316 -5.96513
C -5.57636 2.74726 4.13747
C 0.69214 1.53366 -2.71363
Ir 0.22874 0.49846 0.12057
C -1.61676 -3.50724 -2.10173
C -1.09346 4.07406 -4.29453
C 3.46844 -1.81884 1.51717
C -2.15506 3.99146 0.09527
C -1.27486 -4.33774 -3.34223
S -3.05106 -2.42004 -2.03963
H -6.47246 2.84406 4.72967
C 2.79524 -0.54364 4.17857
H -3.14466 4.66166 2.77727
C 4.53414 0.29766 5.60817
C -1.00836 1.31036 4.05997
C 2.37454 -0.95524 1.75067
N -0.86896 -1.52904 -0.89163
C -2.11656 -1.24214 -1.10263
H 3.10214 -2.44594 6.95097
C 1.17394 -4.20874 -1.11283
C -4.86776 3.87796 3.76397
C -1.03026 -5.57914 -2.40303
H 1.96934 -4.05134 -0.39063
H -5.67266 0.60786 4.03277
H 0.50344 -7.06894 -2.92463
C 0.24704 5.37956 -5.80463
H 4.85774 -0.78634 7.42497
H -1.70206 1.74656 4.75077
C -3.95156 1.38056 3.03657
H 3.97564 1.18926 3.74027
H -1.65606 4.96076 -1.82103
C -1.09306 1.39996 2.63097
H 2.35544 5.39276 -5.40673
H 1.76674 -2.27684 4.88647
C -1.64296 2.80116 0.67067
H 2.36534 -5.89894 -1.86053
C 0.75554 0.29636 3.10737
C -1.53256 4.15876 -1.11983
H 5.30634 1.02396 5.81217
H -2.87696 4.64836 0.53517
H 0.32594 6.01846 -6.66833
H 2.17264 3.89746 -3.45883
H 4.19614 -2.11574 2.24557
C 1.29154 4.18656 -4.01013
C 0.03044 2.74386 -2.48203
N -0.04356 0.73546 2.08187
H -5.22166 4.85316 4.05627
H -3.59136 0.40746 2.73577
H -0.03496 -4.11364 -5.14773
N -0.73436 2.24316 -0.19003
C 0.95274 -3.29464 -3.49833
H 1.84664 -0.93234 -4.56003
C 1.48004 -0.26504 -3.80733
C 0.35374 -6.13104 -2.41243
C 3.79424 0.38776 4.44227
C -3.22986 2.51846 2.64977
C 4.28254 -0.71664 6.51627
H 1.85554 -3.06344 -4.03963
C 0.97774 -2.96214 -2.04273
C -1.97446 2.25216 1.94367
C 1.95984 -0.39634 2.96797
C 1.72144 -1.72064 -1.69853
C -0.07166 -3.88694 -4.09313
C 0.16584 0.68216 4.34757
C 3.38964 -2.21674 0.19387
H 1.03304 1.56586 -4.91383
C 1.38754 5.02786 -5.10103
S -2.80526 0.16456 -0.50473
H -2.12806 -4.47744 -4.00413
C -0.98856 4.89706 -5.40223
*
```

***

[2]
DFT (ωB97M-V/def2-TZVPD) results for a molecular structure, C51H39BrN3O2PtS.

## Properties
Kohn-Sham gap (alpha / beta) = 7.59 / 5.35 eV
E_HOMO (alpha / beta) = -9.64 / -10.48 eV

The geometry in ORCA input format:
```
! wB97M-V def2-TZVPD RIJCOSX def2/J DEFGRID3
* xyz 1 5
C 1.76139 0.55538 3.98780
H 1.55019 -5.38725 -4.43440
C 2.43108 -4.03302 3.17176
H -3.04595 0.74233 1.53655
H -1.43438 -3.59745 -1.96733
H -1.64431 -2.09898 -0.27871
C -1.29526 -2.75543 0.53080
C -3.04739 3.68726 -0.82789
H -0.49320 -5.53118 1.16929
C -4.27226 2.19560 0.54897
C 0.86902 -5.80978 2.80105
N -0.99444 -0.74903 1.82527
C 1.25234 -4.97120 -3.48332
Pt -0.09428 0.02930 -0.10554
H 2.51545 -0.58637 7.59526
H 3.17846 -5.23722 -2.57530
C 0.22061 -3.05849 0.24519
H 1.35677 -1.51086 3.59221
C 3.67224 4.44716 1.46406
H 0.49032 -6.78905 3.05348
Br -2.95232 5.12044 -2.06059
H 1.88936 5.62122 1.58351
C 1.92476 -5.27283 3.52252
H 3.86033 1.15012 2.14536
C -3.11662 0.60740 -3.34303
H -5.19285 3.75929 -0.61188
C 3.15547 -0.94466 -3.00148
H 2.68605 1.80015 6.98874
C -1.88417 3.02862 -0.45430
C 2.16677 -4.88257 -2.44646
C 5.13777 -1.85094 -2.08454
H -2.74787 1.03149 -5.41153
C -0.38412 0.50138 -3.05649
N 1.60344 0.23836 -1.74367
C 2.40566 1.06963 6.24549
C 0.31256 -5.10382 1.74715
H 3.25995 -3.60747 3.71842
C 0.80441 -3.85014 1.41440
H -0.61702 1.83369 1.95479
H -1.87773 -3.67222 0.54702
C -3.06804 1.58598 0.86083
C -1.18095 0.36125 -1.90414
H 2.19917 2.53151 4.70811
H -2.23463 -3.61099 2.99328
H -3.23347 0.23456 -1.25779
C 1.50595 3.57395 2.05286
C -1.89337 -1.83619 4.16181
H -0.42293 1.91198 3.73839
O 1.47275 0.25090 1.57350
H -0.76517 -4.60615 -4.08752
C -2.55860 0.39811 -2.08979
C 4.81647 -1.29641 -0.84536
H 5.47475 -1.46944 -0.00844
C 2.81362 -0.38734 -1.75243
C -0.92364 -0.02129 2.93960
C 1.93634 -1.19359 5.62394
C -1.88311 -2.59270 3.00013
C 2.32035 4.63657 1.68843
H 2.36405 -5.82665 4.34101
H 6.03812 -2.43363 -2.19446
C -2.30999 0.83561 -4.44623
H 3.37263 -0.14496 0.28072
C 1.66007 -0.78463 4.32881
C -1.41120 -2.01501 1.82665
H 5.28487 3.03583 1.44854
C 0.49337 -3.85470 -1.05438
C -0.42199 -3.94675 -2.08825
H -1.32456 0.05007 5.03550
H -0.92184 3.33734 -0.83800
C 1.01216 0.18490 -2.90086
C -0.25912 1.31382 2.84439
N -1.89577 1.98848 0.36848
C 3.43243 2.13305 2.01706
C 1.27047 1.05762 2.61924
H 1.84454 -2.23990 5.87784
H -0.27867 0.88671 -5.14877
H -5.19825 1.82816 0.96500
C 4.23166 3.19025 1.62786
C -0.94063 0.76568 -4.30581
H 2.28177 -2.37487 1.80172
H 2.51037 -4.23105 -0.44096
H 4.28705 5.27874 1.15488
C 2.13203 1.48175 4.95423
C 2.30723 -0.27008 6.58450
C 3.66727 -0.55826 -0.66809
C -4.27350 3.27143 -0.32320
H 4.54363 -2.11375 -4.13696
C -0.04242 -4.52236 -3.29110
C 1.88450 -3.33041 2.11094
H -2.27441 -2.25009 5.08282
H 0.45262 3.74455 2.21108
C 1.79241 -4.31906 -1.24154
C 2.07358 2.32591 2.24449
H -4.18825 0.58330 -3.45371
S 1.90958 -0.60930 -4.16540
C -1.38010 -0.54875 4.14184
O 0.90898 -1.93541 -0.01691
C 4.31342 -1.67893 -3.17796
*
```

***

[3]
DFT (ωB97M-V/def2-TZVPD) results for a molecular structure, C51H40Cl3N5O3P2Ti.

## Properties
Energy above the lowest of the compared OMol25 structures with the same formula, charge and spin = 269.5 kJ/mol
Kohn-Sham gap = 6.36 eV
E_HOMO = -13.00 eV

The geometry in ORCA input format:
```
! wB97M-V def2-TZVPD RIJCOSX def2/J DEFGRID3
* xyz 2 1
C 2.29348 0.07997 1.32081
C 4.36415 -0.41257 -1.58917
N -2.56763 -1.15591 1.51964
H 1.42750 0.79314 3.13486
H 0.94962 -3.36811 3.50219
C -3.41132 3.28614 0.20931
C 2.44447 4.23992 -0.32868
C -1.46060 -1.19201 3.67940
C 3.37391 0.22248 0.38179
N 3.32656 -0.47512 -0.78562
C 1.40957 -3.55271 -0.38449
H -2.37674 0.34527 6.59386
O 0.76472 -2.51177 -0.88282
C 1.83934 2.22335 -1.49731
C -3.26597 0.64079 -1.36315
O -1.63039 -2.61608 -3.21317
C -3.22625 0.72803 4.67528
O -1.42368 -1.46835 -1.29084
C -5.57277 -0.02419 -1.63972
H -3.94591 3.06103 -0.70419
C -2.38651 2.45191 0.64882
H -6.54522 -0.22680 -1.21070
C 0.68880 -1.29461 -5.10375
C -2.36668 0.11250 5.53727
H 6.40986 1.71460 0.05973
C 2.21831 -2.14141 1.41552
C -2.06382 3.86477 2.57713
C -5.36450 -0.18763 -3.00145
P -1.83672 0.97463 -0.26483
N -0.69360 1.65192 -1.31332
H -0.93303 2.07749 2.17858
N -0.56112 -2.04698 3.12686
C -2.37578 -3.64495 -1.19154
C -1.71606 2.74811 1.83688
C 2.74024 -4.56464 1.39055
C 3.44699 3.73294 -2.45291
C 2.72828 2.54710 -2.51576
H 3.25293 -4.49213 2.34179
C -4.12411 0.10247 -3.55070
H 0.99636 2.82730 0.38353
C 1.69920 3.07731 -0.40176
C 0.26250 -2.49340 5.34149
C 0.17145 1.00346 -5.59366
H 3.87569 5.49750 -1.31554
C 0.25412 -2.66933 3.94984
C 3.25940 1.83234 2.65994
H 2.32986 4.90021 0.52073
C -3.07733 0.50727 -2.73684
C 2.73977 -5.75731 0.70866
H 5.19379 2.53497 2.11247
C 2.10123 -5.85415 -0.53585
H -2.64171 -2.16517 1.57373
H 0.82214 -2.31487 -5.43616
H -3.39760 -0.79553 1.06358
C 2.06072 -3.45341 0.86703
C -3.29595 0.33226 3.32657
C 4.36336 1.88851 1.85968
C -3.08939 4.69173 2.13697
Cl -4.03561 -3.15627 -0.83101
C -1.74434 -2.50377 -2.03111
H -1.54555 4.08918 3.50013
H -4.55741 5.04708 0.61498
H 3.12999 -1.97748 1.99279
C 0.35300 1.33234 -4.26234
N 1.48394 -1.10593 1.13728
H -0.09103 1.77542 -6.30434
C -0.57037 -1.56396 5.89635
C 2.23682 0.89243 2.42006
C 5.55723 1.09070 -0.17631
H 0.25388 2.36359 -3.94385
H -0.57545 -1.37885 6.96275
C -2.46082 -0.63686 2.83706
H -2.10602 0.69110 -3.17718
H 2.84788 1.88667 -3.36483
H -6.17074 -0.54088 -3.62957
H -3.96615 0.00506 -4.61627
C 0.67915 0.33666 -3.33769
H -4.70946 0.54343 0.23362
H -3.36852 5.55688 2.72300
H 2.10569 -6.80328 -1.05414
C 1.48236 -4.75968 -1.08946
H 3.18883 2.47362 3.52774
H 1.01310 -4.81222 -2.06383
C 5.52612 0.32470 -1.30548
H 1.13312 -1.73221 -3.04431
H 4.27209 -0.95417 -2.52515
P 0.73769 0.76338 -1.57148
H -3.89792 1.49555 5.03433
H 0.17867 -0.57093 -7.05096
C 4.44851 1.08296 0.70220
C -3.75849 4.40257 0.95576
C 0.33066 -0.31240 -6.01190
C 0.86002 -0.97416 -3.76498
H 6.35782 0.30465 -1.99505
H -2.39138 -4.58678 -1.72822
C -4.53090 0.39251 -0.82717
C -1.46353 -0.86340 5.06024
H 0.92219 -3.09643 5.94883
C 3.31267 4.57505 -1.36009
Ti -0.14775 -1.21070 -0.06889
Cl 3.53280 -7.13230 1.36454
H 4.09580 4.00707 -3.27393
Cl -1.45431 -3.83905 0.32613
H -4.04854 0.77774 2.68647
H -0.90372 2.48911 -1.84531
*
```